C27H21N7O6Se3TaTe as an isolated structure, computed with wB97M-V/def2-TZVPD.

Computed properties:
Multiplicity: 1
Relative energy (zero: lowest compared OMol25 entry of this formula, charge and spin): 15.3 kJ/mol
Energy: -255932.75479 eV
HOMO: -10.8 eV
Total charge: +1
Molecular weight: 1084.94 g mol⁻¹

Each line ends with the natural charge from an NBO analysis.
Positions of all 66 atoms, in Å:
Ta  -2.26  0.19  -0.64  1.42
C  2.41  2.84  -4.87  -0.64
C  1.70  2.32  -3.65  0.03
C  1.54  0.95  -3.44  -0.19
C  0.85  0.48  -2.34  -0.24
C  0.28  1.35  -1.43  0.19
N  -0.42  0.88  -0.26  -0.73
C  0.37  0.79  0.90  0.11
C  1.76  0.81  0.83  -0.21
C  2.56  0.64  1.94  -0.18
C  1.99  0.42  3.19  0.01
C  2.84  0.22  4.41  -0.63
C  0.61  0.44  3.29  -0.22
C  -0.20  0.66  2.18  0.18
N  -1.60  0.81  2.40  -0.15
C  -2.19  1.03  3.59  0.03
C  -3.52  1.32  3.38  -0.30
C  -3.67  1.27  2.00  0.03
N  -2.51  0.97  1.41  -0.38
C  0.46  2.72  -1.62  0.12
C  1.15  3.20  -2.72  -0.20
N  -0.05  3.64  -0.67  -0.19
C  0.65  4.58  0.02  -0.02
C  -0.26  5.28  0.77  -0.33
C  -1.50  4.68  0.48  -0.03
N  -1.37  3.69  -0.39  -0.30
H  3.21  2.16  -5.17  0.23
H  1.73  2.94  -5.71  0.24
H  2.85  3.82  -4.68  0.23
H  1.97  0.25  -4.15  0.23
H  0.74  -0.59  -2.19  0.23
H  2.24  0.93  -0.14  0.23
H  3.63  0.64  1.83  0.23
H  3.79  -0.26  4.16  0.23
H  3.07  1.17  4.89  0.23
H  2.34  -0.41  5.15  0.23
H  0.17  0.27  4.26  0.22
H  -1.63  1.00  4.51  0.24
H  -4.27  1.54  4.12  0.26
H  -4.56  1.41  1.41  0.24
H  1.25  4.27  -2.85  0.23
H  1.72  4.66  -0.09  0.23
H  -0.06  6.10  1.44  0.24
H  -2.48  4.94  0.85  0.22
Se  -2.70  1.04  -2.99  0.00
Se  -3.84  2.22  -1.33  0.13
Te  -5.91  0.75  -1.11  0.34
Se  -4.46  -1.16  -0.33  -0.27
O  -1.44  -1.50  -1.69  -0.68
C  -1.22  -2.14  -0.61  0.79
O  -1.58  -1.57  0.46  -0.67
C  -0.55  -3.45  -0.61  -0.12
C  -0.18  -4.04  -1.81  -0.12
C  0.46  -5.26  -1.76  0.02
C  0.73  -5.92  -0.58  -0.12
C  0.34  -5.30  0.59  0.02
C  -0.30  -4.08  0.61  -0.12
N  0.63  -5.97  1.88  0.53
O  1.13  -7.07  1.83  -0.34
O  0.26  -5.40  2.89  -0.36
N  0.88  -5.89  -3.04  0.53
O  0.69  -5.26  -4.05  -0.36
O  1.43  -6.97  -2.97  -0.34
H  -0.38  -3.56  -2.76  0.28
H  1.23  -6.88  -0.57  0.30
H  -0.59  -3.63  1.55  0.28

---

C27H22Cl3GeN3P2Se2Ti as an isolated structure, computed with wB97M-V/def2-TZVPD.

Computed properties:
Multiplicity: 1
Relative energy (zero: lowest compared OMol25 entry of this formula, charge and spin): 0.3 kJ/mol
Energy: -299299.49299 eV
HOMO: -8.2 eV
Total charge: 0
Molecular weight: 835.20 g mol⁻¹

Each line ends with the natural charge from an NBO analysis.
Positions of all 61 atoms, in Å:
Ti  0.39  -2.16  -3.86  1.02
Se  -2.89  -0.94  2.09  -0.50
P  -0.80  -1.00  1.92  1.25
C  -0.02  0.63  2.10  -0.39
C  1.13  0.97  1.40  -0.23
C  1.67  2.24  1.51  -0.16
C  1.07  3.18  2.35  -0.22
C  -0.06  2.83  3.08  -0.22
C  -0.61  1.57  2.94  -0.18
C  0.03  -2.06  3.13  -0.30
C  1.41  -2.03  3.26  -0.20
C  2.04  -2.85  4.19  -0.20
C  1.28  -3.70  4.99  -0.19
C  -0.10  -3.73  4.86  -0.21
C  -0.73  -2.91  3.93  -0.20
C  -0.21  -1.61  0.33  -0.27
C  -0.33  -1.14  -0.96  -0.27
N  0.24  -2.08  -1.75  -0.42
N  0.68  -3.08  -0.99  -0.04
N  0.42  -2.82  0.26  -0.24
P  -0.92  0.31  -1.83  1.33
Se  -1.56  -0.37  -3.79  -0.32
C  0.47  1.45  -1.98  -0.41
C  1.78  0.96  -1.94  -0.14
C  2.84  1.82  -2.17  -0.22
C  2.60  3.16  -2.43  -0.19
C  1.30  3.65  -2.48  -0.19
C  0.24  2.79  -2.27  -0.18
C  -2.25  1.13  -0.96  -0.45
C  -1.98  2.12  -0.01  -0.17
C  -3.03  2.71  0.67  -0.20
C  -4.34  2.31  0.42  -0.16
C  -4.60  1.33  -0.52  -0.22
C  -3.56  0.73  -1.21  -0.09
H  1.61  0.25  0.75  0.22
H  2.56  2.51  0.94  0.21
H  1.49  4.17  2.44  0.22
H  -0.52  3.55  3.73  0.22
H  -1.52  1.30  3.47  0.25
H  2.01  -1.38  2.64  0.22
H  3.12  -2.83  4.28  0.22
H  1.77  -4.33  5.71  0.22
H  -0.69  -4.39  5.48  0.22
H  -1.80  -2.92  3.82  0.24
H  1.97  -0.08  -1.73  0.22
H  3.85  1.44  -2.15  0.23
H  3.44  3.84  -2.61  0.22
H  1.12  4.69  -2.70  0.22
H  -0.78  3.16  -2.33  0.23
H  -0.96  2.42  0.19  0.23
H  -2.82  3.47  1.41  0.22
H  -5.15  2.77  0.96  0.22
H  -5.62  1.01  -0.71  0.22
H  -3.76  -0.04  -1.94  0.23
Cl  2.78  -2.64  -3.71  -0.40
Ge  2.44  -3.37  -6.00  0.99
Cl  4.15  -2.21  -6.80  -0.53
Cl  0.89  -1.45  -6.13  -0.39
C  -0.26  -3.77  -4.37  -0.84
H  -0.17  -4.56  -3.62  0.24
H  -0.76  -4.04  -5.29  0.23

---

C27H22N8O2SSbSe4Sm as an isolated structure, computed with wB97M-V/def2-TZVPD.

Computed properties:
Multiplicity: 6
Relative energy (zero: lowest compared OMol25 entry of this formula, charge and spin): 0.0 kJ/mol
Energy: -341036.25222 eV
HOMO (spin up / spin down): -1.7 / -1.7 eV
Total charge: -2
Molecular weight: 1110.55 g mol⁻¹

Each line ends with the natural charge from an NBO analysis.
Positions of all 66 atoms, in Å:
Sm  -2.79  -18.35  1.09  1.57
C  -0.37  -20.27  5.35  -0.24
C  -0.86  -18.95  5.29  -0.19
C  -0.85  -18.25  4.09  -0.28
C  -0.31  -18.90  3.01  0.23
C  0.33  -20.16  3.07  -0.27
C  0.22  -20.86  4.23  -0.18
N  -0.33  -18.20  1.77  -0.60
C  0.81  -17.73  1.36  0.22
C  2.11  -17.79  2.01  -0.29
C  3.23  -17.12  1.47  -0.15
C  3.11  -16.32  0.30  -0.34
C  1.93  -16.17  -0.32  -0.10
C  0.76  -16.93  0.14  0.02
N  -0.18  -16.83  -0.86  -0.13
N  -1.34  -17.45  -0.76  -0.39
C  -2.22  -16.89  -1.63  0.37
C  -2.12  -15.55  -2.13  -0.26
C  -3.11  -15.19  -2.99  -0.16
C  -4.29  -15.97  -3.11  -0.30
C  -4.31  -17.22  -2.43  0.07
N  -3.39  -17.57  -1.62  -0.48
H  -0.28  -20.79  6.27  0.20
H  -1.23  -18.46  6.23  0.22
H  -1.29  -17.31  3.95  0.26
H  0.78  -20.71  2.23  0.22
H  0.68  -21.83  4.30  0.20
H  2.10  -18.31  2.93  0.22
H  4.13  -17.21  2.08  0.21
H  3.97  -16.02  -0.25  0.20
H  1.67  -15.45  -1.08  0.22
H  -1.32  -14.90  -1.89  0.24
H  -3.12  -14.20  -3.53  0.20
H  -4.98  -15.85  -3.97  0.20
H  -5.20  -17.90  -2.47  0.19
N  -6.77  -16.83  5.71  -0.79
C  -6.07  -17.82  5.06  0.23
C  -4.70  -18.06  5.24  -0.27
C  -4.16  -19.06  4.49  -0.17
C  -4.89  -19.84  3.59  -0.36
C  -6.27  -19.60  3.41  -0.18
C  -6.81  -18.59  4.15  -0.27
S  -4.00  -21.06  2.75  2.29
O  -3.69  -22.15  3.64  -0.94
O  -2.71  -20.34  2.46  -1.06
N  -4.64  -21.56  1.34  -0.84
C  -5.21  -20.68  0.55  0.57
N  -5.99  -21.11  -0.52  -0.48
C  -6.82  -20.24  -0.99  0.10
C  -7.01  -18.95  -0.46  -0.40
C  -6.02  -18.48  0.36  0.10
N  -5.05  -19.36  0.79  -0.68
H  -6.16  -16.50  6.41  0.40
H  -7.82  -16.93  5.84  0.40
H  -4.09  -17.52  5.96  0.24
H  -3.11  -19.39  4.61  0.24
H  -6.97  -20.23  2.80  0.22
H  -7.89  -18.43  4.10  0.19
H  -7.38  -20.54  -1.90  0.17
H  -7.97  -18.45  -0.64  0.22
H  -5.98  -17.46  0.70  0.27
Se  -7.57  -15.00  8.56  -0.71
Sb  -5.74  -13.72  7.65  1.04
Se  -3.92  -16.03  1.79  -1.14
Se  -5.87  -11.29  7.64  -0.66
Se  -3.66  -14.97  7.73  -0.66